(1)
Below is an isolated ion of composition C22H18BN2 and charge +1, with properties calculated with ωB97M-V/def2-TZVPD.

Last column: natural (NBO) charge in e.
Positions of all 43 atoms, in Å:
N -0.197 1.155 0.807  -0.37
N 0.939 0.410 -1.190  -0.37
C 0.450 -1.314 0.664  -0.27
C 2.363 -2.416 1.544  -0.21
C -0.720 2.437 2.705  -0.20
C 0.182 3.456 2.326  -0.12
C 2.943 1.683 -2.593  -0.12
C 0.156 -3.020 2.274  -0.20
C -0.408 -2.101 1.406  -0.20
C 1.380 -0.151 -2.346  0.10
C -1.695 -1.739 -1.158  -0.21
C -3.708 0.169 -1.415  -0.22
C -0.985 1.352 1.901  0.11
C 1.808 -1.429 0.779  -0.16
C 0.980 3.215 1.224  -0.19
C -2.960 -2.089 -1.584  -0.19
C 2.467 2.268 -1.472  -0.19
C -1.487 -0.419 -0.793  -0.29
C 0.831 2.015 0.507  0.19
C -2.493 0.504 -0.891  -0.17
C 1.519 -3.182 2.331  -0.20
C -3.969 -1.151 -1.688  -0.20
C 2.418 0.441 -3.014  -0.21
C 1.496 1.593 -0.697  0.20
B -0.095 -0.050 -0.142  0.55
H -0.964 -2.509 -0.968  0.23
H 2.405 -0.744 0.198  0.18
H 2.744 -0.031 -3.931  0.25
H 1.880 -4.020 2.910  0.22
H -2.253 1.507 -0.555  0.18
H -3.170 -3.127 -1.793  0.22
H -1.315 2.586 3.577  0.25
H 3.412 -2.560 1.603  0.22
H 1.685 3.974 0.795  0.24
H -4.951 -1.448 -2.009  0.22
H -1.475 -1.961 1.334  0.22
H -4.540 0.863 -1.466  0.22
H 3.690 2.203 -3.202  0.25
H 0.261 4.344 2.929  0.25
H 2.746 3.264 -1.148  0.24
H -1.846 0.776 2.108  0.25
H -0.477 -3.681 2.839  0.22
H 0.954 -1.075 -2.705  0.25

Values from the calculation:
Calculated total energy (eV): -26758.190
Charge: +1
E_LUMO (eV): -4.68
Relative energy (zero: lowest compared OMol25 entry of this formula, charge and spin) (eV): 0.088



(2)
Below is C22H18BrN3Pd as an isolated structure, with properties calculated with ωB97M-V/def2-TZVPD.

Last column: natural (NBO) charge in e.
Positions of all 45 atoms, in Å:
Pd -0.592 -0.552 -0.734  1.04
Br -2.638 3.242 4.281  0.16
N 1.427 -0.382 -0.456  -0.52
N -0.256 -2.125 0.552  -0.44
N -0.166 0.997 -2.017  -0.45
C 1.991 -1.200 0.424  0.28
C -2.112 2.165 2.839  -0.09
C -1.021 1.635 -2.815  0.10
C -0.610 1.730 1.009  -0.34
C 3.339 -1.046 0.713  -0.21
C -0.622 2.656 -3.661  -0.21
C -2.494 -0.858 -1.325  -0.73
C 1.434 -3.194 1.852  -0.19
C 3.400 0.803 -0.863  -0.19
C 1.042 -2.205 0.977  0.14
C 0.504 -4.122 2.308  -0.09
C -2.452 0.215 1.467  -0.33
C -2.832 1.019 2.536  -0.18
C 1.605 2.364 -2.841  -0.19
C -0.802 -4.035 1.867  -0.21
C 0.708 3.027 -3.674  -0.09
C -1.142 -3.017 0.992  0.10
C 1.155 1.354 -2.019  0.15
C -1.350 0.599 0.738  0.21
C 4.030 -0.033 0.056  -0.10
C 2.052 0.596 -1.104  0.19
C -1.006 2.522 2.083  -0.19
H -3.031 -0.668 1.242  0.24
H -3.697 0.747 3.126  0.26
H -1.353 3.142 -4.291  0.27
H -2.998 -1.601 -0.714  0.20
H -2.155 -2.917 0.630  0.23
H 0.255 2.023 0.433  0.23
H 1.055 3.821 -4.321  0.26
H 2.463 -3.251 2.178  0.25
H 2.651 2.634 -2.842  0.25
H -1.559 -4.736 2.187  0.26
H 0.805 -4.902 2.994  0.26
H -0.446 3.416 2.322  0.25
H 3.959 1.583 -1.358  0.25
H -2.336 -1.246 -2.337  0.22
H -2.053 1.318 -2.773  0.23
H -3.087 0.052 -1.347  0.22
H 5.082 0.110 0.264  0.26
H 3.850 -1.680 1.422  0.25

Values from the calculation:
Calculated total energy (eV): -101083.265
Charge: +2
E_LUMO (eV): -7.84



(3)
Below is C22H18Cl2N2O3S in the gas phase, with properties calculated with ωB97M-V/def2-TZVPD.

Last column: natural (NBO) charge in e.
Positions of all 48 atoms, in Å:
Cl 2.953 -3.385 -0.653  0.02
Cl 1.787 -6.831 5.011  0.01
S -2.331 3.434 -3.614  2.13
O -2.636 2.050 -3.991  -0.92
O -0.543 1.280 0.671  -0.49
O -1.684 4.205 -4.696  -0.94
N 0.258 -4.915 2.841  -0.44
N 1.134 -3.123 1.737  -0.42
C 4.208 -3.757 3.927  -0.21
C 3.436 -3.105 2.961  -0.26
C -1.227 -3.865 1.146  -0.67
C -1.305 3.493 -2.137  -0.32
C 0.357 -0.867 1.155  -0.25
C 2.360 -5.349 4.263  -0.01
C 0.295 0.249 0.310  0.29
C 0.039 -3.977 1.921  0.42
C -0.416 4.560 -1.853  -0.18
C 1.166 -1.994 0.914  0.13
C 1.977 -1.992 -0.220  -0.04
C 1.965 -0.903 -1.080  -0.22
C -3.809 4.339 -3.129  -0.65
C 2.140 -3.530 2.628  0.18
C -1.355 2.398 -1.256  -0.25
C -0.511 2.368 -0.148  0.35
C 0.337 3.457 0.154  -0.24
C 1.588 -4.653 3.265  0.05
C 0.398 4.564 -0.709  -0.20
C 1.172 0.232 -0.824  -0.23
C 3.636 -4.862 4.616  -0.25
C -4.713 4.711 -4.259  -0.62
H -1.969 1.505 -1.447  0.26
H -0.375 5.388 -2.568  0.24
H 5.213 -3.408 4.096  0.22
H -5.614 5.166 -3.846  0.22
H 4.289 -5.436 5.288  0.23
H -1.692 -2.879 1.331  0.23
H -3.502 5.230 -2.547  0.24
H 3.847 -2.245 2.424  0.22
H 1.285 1.018 -1.550  0.23
H -1.972 -4.632 1.471  0.26
H -0.259 -0.878 2.032  0.24
H -4.954 3.876 -4.933  0.23
H 2.600 -0.949 -1.978  0.24
H -4.398 3.688 -2.473  0.24
H 0.956 3.358 1.010  0.23
H 1.056 5.398 -0.522  0.23
H -0.972 -3.918 0.084  0.24
H -4.213 5.492 -4.824  0.23

Values from the calculation:
Calculated total energy (eV): -68108.402
E_LUMO (eV): -0.13
SMILES string: CCS(=O)(=O)c1cccc(Oc2ccc(Cl)c(-n3c(C)nc4c(Cl)cccc43)c2)c1



(4)
Below is C22H18F2O in the gas phase, with properties calculated with ωB97M-V/def2-TZVPD.

Last column: natural (NBO) charge in e.
Positions of all 43 atoms, in Å:
F 1.649 -5.159 2.765  -0.33
F 5.859 0.388 0.517  -0.33
O 0.349 1.583 0.112  -0.54
C -3.695 2.661 -2.534  -0.63
C -1.029 1.695 0.008  0.39
C -1.752 1.668 1.205  -0.28
C 5.047 2.090 -0.930  -0.29
C 3.515 0.473 0.099  -0.28
C -0.657 -5.310 2.212  -0.28
C 2.449 1.019 -0.634  0.01
C 0.538 -4.594 2.183  0.41
C 2.670 2.144 -1.429  -0.22
C -3.099 2.011 1.169  -0.19
C -1.784 -4.714 1.619  -0.19
C -3.711 2.351 -0.039  -0.24
C 4.795 1.000 -0.107  0.40
C -1.663 1.907 -1.229  -0.31
C -0.342 -1.516 0.216  -0.18
C 0.667 -3.350 1.578  -0.27
C -1.688 -3.472 0.996  -0.20
C -3.006 2.298 -1.245  0.01
C 0.794 -0.784 0.204  -0.18
C -0.455 -2.779 0.927  -0.05
C 3.943 2.690 -1.552  -0.17
C 1.005 0.513 -0.528  0.05
H 1.818 2.591 -1.946  0.22
H 6.060 2.455 -1.075  0.24
H 0.624 0.404 -1.559  0.18
H -2.738 -5.242 1.635  0.22
H -1.092 1.820 -2.156  0.21
H -1.234 1.393 2.124  0.23
H 3.385 -0.352 0.798  0.23
H -2.563 -3.019 0.526  0.22
H -2.961 2.873 -3.321  0.22
H -4.350 1.850 -2.886  0.22
H -0.711 -6.278 2.700  0.23
H 1.637 -2.857 1.568  0.23
H 4.080 3.581 -2.164  0.22
H -3.662 2.012 2.099  0.22
H -1.239 -1.154 -0.298  0.22
H 1.636 -1.073 0.819  0.19
H -4.764 2.634 -0.056  0.21
H -4.327 3.549 -2.392  0.22

Values from the calculation:
Calculated total energy (eV): -30587.643
E_LUMO (eV): 0.13
SMILES string: Cc1cccc(O[C@H](/C=C/c2cccc(F)c2)c2cccc(F)c2)c1
Relative energy (zero: lowest compared OMol25 entry of this formula, charge and spin) (eV): 0.000



(5)
Below is C22H18IrN4O3Se as an isolated structure, with properties calculated with ωB97M-V/def2-TZVPD.

Last column: natural (NBO) charge in e.
Positions of all 49 atoms, in Å:
Ir -0.576 0.936 0.685  0.91
Se 1.155 0.603 2.269  0.17
O -2.028 0.999 2.136  -0.74
O -3.096 1.268 4.393  -0.51
O 0.552 1.014 -0.912  -0.66
N 2.993 -0.714 0.432  -0.33
N -3.227 -0.018 0.444  -0.33
N 3.334 1.424 0.606  -0.49
N -2.039 0.142 -0.261  -0.32
C 1.195 -0.266 -4.189  -0.10
C -6.515 0.280 4.313  -0.18
C -4.198 0.803 3.907  0.46
C -5.527 -0.035 2.082  -0.16
C 1.355 0.378 -2.993  -0.30
C 4.037 -0.399 -0.439  0.16
C 5.751 -0.551 -2.041  -0.17
C 0.337 0.348 -2.021  0.48
C -4.306 0.391 2.528  -0.06
C -6.630 -0.090 2.957  -0.02
C 4.260 0.969 -0.324  0.09
C -5.319 0.721 4.790  -0.18
C -1.002 -0.999 -3.588  -0.12
C 5.236 1.621 -1.068  -0.20
C 4.782 -1.196 -1.301  -0.24
C -0.876 -0.350 -2.320  -0.22
C 0.007 -0.966 -4.496  -0.23
C -3.124 0.451 1.640  0.51
C 2.448 -2.056 0.602  -0.42
C 2.588 0.402 1.031  0.29
C 5.973 0.833 -1.928  -0.18
C -1.986 -0.386 -1.473  0.18
H -7.376 0.217 4.962  0.26
H 4.621 -2.261 -1.385  0.24
H 5.414 2.684 -0.977  0.25
H 1.589 -2.012 1.265  0.24
H -0.101 -1.460 -5.451  0.25
H 2.142 -2.442 -0.368  0.23
H 3.208 -2.705 1.033  0.24
H -5.640 -0.336 1.050  0.26
H -7.585 -0.425 2.575  0.25
H -2.412 1.304 3.658  0.53
H 1.992 -0.233 -4.921  0.24
H 6.364 -1.124 -2.723  0.25
H -1.924 -1.517 -3.819  0.23
H -2.897 -0.867 -1.816  0.24
H 2.258 0.927 -2.758  0.23
H -5.173 1.030 5.816  0.27
H 3.216 2.374 0.925  0.45
H 6.747 1.290 -2.528  0.25

Values from the calculation:
Calculated total energy (eV): -103378.816
2S+1: 2
Charge: +2
E_LUMO (spin up / spin down) (eV): -8.05 / -8.99
Relative energy (zero: lowest compared OMol25 entry of this formula, charge and spin) (eV): 0.000



Results for largest force on an atom: 3.27 0.44 2.96 1.71 0.69 (in eV/Å, following the order of the records).